No. 1
DFT (ωB97M-V/def2-TZVPD) results for C3H7N3 in the gas phase at a distorted geometry.

2S+1: 1
Net charge: 0
E_LUMO, eV: 0.93
Relative energy (zero: lowest compared OMol25 entry of this formula, charge and spin), kcal/mol: 55.22

```
13
C3H7N3 | the Open Molecules 2025 dataset | ωB97M-V/def2-TZVPD
N -0.495 0.779 0.602
N -0.401 -0.598 0.477
N 0.996 2.637 0.966
C 0.938 -1.051 0.164
C 0.328 1.677 0.637
C -1.444 -0.740 -0.664
H -1.455 -1.805 -0.900
H -2.405 -0.477 -0.231
H 1.335 3.302 0.293
H 1.312 -0.695 -0.814
H -1.255 -0.203 -1.603
H 1.626 -0.681 0.932
H 0.920 -2.144 0.140
```

No. 2
DFT (ωB97M-V/def2-TZVPD) results for 2 unconnected molecules or ions with the total composition C4H11NO2 at a distorted geometry.

2S+1: 1
Net charge: 0
E_LUMO, eV: 0.85
Relative energy (zero: lowest compared OMol25 entry of this formula, charge and spin), kcal/mol: 50.75

```
18
C4H11NO2 | the Open Molecules 2025 dataset | ωB97M-V/def2-TZVPD
O -1.158 3.017 -3.363
O -2.562 -0.310 -0.082
N 0.176 -2.067 0.067
C 1.989 0.280 0.895
C 0.657 -0.167 1.394
C -1.654 -0.547 0.661
C -0.208 -0.738 0.292
H 0.161 0.696 1.551
H 2.389 0.875 1.788
H 2.763 -0.421 0.542
H -0.063 -2.666 0.826
H 0.580 -0.789 2.261
H -1.796 2.324 -3.051
H -0.255 -2.497 -0.688
H -1.036 3.081 -4.256
H 0.087 -0.215 -0.613
H -1.925 -0.806 1.739
H 1.857 0.951 0.036
```

No. 3
DFT (ωB97M-V/def2-TZVPD) results for C7H3Br2F3N2 in the gas phase at a distorted geometry.

2S+1: 1
Net charge: 0
E_LUMO, eV: -2.23

```
17
C7H3Br2F3N2 | the Open Molecules 2025 dataset | ωB97M-V/def2-TZVPD
Br 1.250 0.715 -2.467
Br 0.741 3.043 0.543
F -1.583 -2.708 -0.955
F -2.991 -1.242 -0.735
F -2.192 -2.106 1.113
N 0.586 -1.004 -0.330
N -3.042 1.547 1.230
C 0.305 1.281 0.159
C -0.893 0.634 0.264
C -0.628 -0.760 -0.074
C 1.231 0.240 -0.356
C -2.177 1.022 0.710
C 2.623 0.216 0.101
C -1.834 -1.698 -0.121
H 3.017 1.140 -0.196
H 2.572 0.381 1.263
H 3.015 -0.701 -0.147
```

No. 4
DFT (ωB97M-V/def2-TZVPD) results for 11 unconnected molecules or ions with the total composition H21O11 at a distorted geometry.

2S+1: 1
Net charge: -1
E_LUMO, eV: 2.38
Relative energy (zero: lowest compared OMol25 entry of this formula, charge and spin), kcal/mol: 44.73

```
32
H21O11 | the Open Molecules 2025 dataset | ωB97M-V/def2-TZVPD
O 1.638 1.844 -1.153
O -1.207 1.465 2.701
O -1.435 2.112 -1.186
O 1.137 1.524 1.642
O 0.369 -1.662 1.786
O 0.896 -2.560 -1.435
O -0.165 -0.262 -0.475
O -2.271 -0.725 1.361
O -2.493 -2.133 -1.291
O -0.640 -0.250 -2.902
O 2.967 -0.856 0.774
H 1.134 1.009 -1.133
H -3.158 -1.436 -1.278
H 1.367 2.169 1.028
H 0.463 -2.724 -2.284
H 2.535 1.711 -0.960
H -0.830 2.394 -1.835
H 1.565 1.628 2.481
H 3.204 -0.440 -0.078
H 0.377 -1.208 0.928
H -1.907 -0.139 2.094
H -1.691 -1.739 -0.973
H 0.161 0.134 0.314
H 0.613 -1.612 -1.127
H -0.367 -0.277 -1.948
H -1.599 -0.675 0.676
H -0.326 1.423 2.320
H 2.303 -0.338 1.140
H -1.053 1.252 -0.928
H -0.508 -1.783 1.892
H -1.168 2.177 3.318
H 0.090 -0.023 -3.468
```